1.
Entry from OMol25: a structure of composition C12H21Cl2NO7P2Te4W (ωB97M-V/def2-TZVPD).

Results
ΔE to the lowest compared entry with this formula, charge and spin in kcal per mole: 0.0
Lowest unoccupied orbital energy (alpha / beta) in eV: -2.28 / -2.28
Highest occupied orbital energy (alpha / beta) in eV: -7.34 / -7.34
Energy in hartree: -3793.75030

The geometry in XYZ format:
```
50
Properties=species:S:1:pos:R:3:lowdin_charge:R:1
W 0.84051 0.35094 -1.29465 1.0615
Te 2.67880 -1.25085 -0.05912 0.3104
Te 2.62887 -3.84263 0.40853 0.1768
Te 4.51080 0.80739 -4.03907 0.1512
Te 3.63209 0.82370 -1.64119 0.2372
Cl 1.44014 -1.39495 -4.13220 0.4969
Cl 1.08906 2.69600 -2.09392 0.0577
P 0.47826 1.98399 1.76800 0.4154
P 0.57269 -0.70477 3.08136 0.4450
O -0.21297 -1.11949 1.91083 -0.2699
O -0.25869 -0.63357 4.43394 -0.0929
O 1.42955 3.25188 1.64002 -0.0898
O 2.69859 0.81568 2.44756 -0.1260
O -0.90443 2.28131 2.16134 -0.2492
O 1.81368 -1.63607 3.43057 -0.1563
O 0.62101 1.23373 0.39048 -0.5549
N -1.45419 1.02855 -1.46155 -0.3402
C -0.31873 -1.43293 -1.33197 -0.3246
C -0.78080 -3.81539 -1.52441 -0.0886
C -2.46890 -2.36106 -0.64333 -0.0315
C -2.07955 0.81011 -2.78273 -0.0769
C -1.81051 2.40809 -1.05462 -0.1142
C -1.62203 -1.27943 -0.81665 -0.2631
C 0.92107 0.19678 -3.48294 -0.8838
C 1.41200 1.66859 4.33269 -0.0597
C 1.38918 0.95361 2.98036 -0.5868
C -2.04976 -3.63365 -0.99685 -0.0537
C -2.07303 0.09917 -0.48102 -0.1635
C 0.06808 -2.73508 -1.68039 -0.2654
H -3.46337 -2.20349 -0.24283 0.1159
H -1.74379 0.39449 0.51698 0.1018
H -2.90177 2.48888 -1.05057 0.1035
H 1.99846 2.58033 4.22870 0.0899
H 1.63349 0.90689 -3.89350 -0.1294
H -2.71431 -4.47846 -0.86798 0.1079
H -3.15816 0.96677 -2.69231 0.1039
H -0.43479 -4.80362 -1.79787 0.1096
H 1.05204 -2.91946 -2.07861 -0.0061
H 0.40630 1.91492 4.66805 0.0852
H -1.39531 3.12106 -1.75744 0.0389
H -1.67681 1.53210 -3.48965 0.0905
H 0.92806 4.07089 1.53903 0.1041
H -0.03831 0.40753 -3.94149 -0.0185
H 1.96288 -2.35386 2.77852 -0.0247
H -3.16305 0.19560 -0.52331 0.1359
H 1.88027 1.03217 5.08529 0.0927
H -1.45315 2.61189 -0.05160 0.0536
H -1.89730 -0.20342 -3.13043 0.0941
H -1.16446 -0.94149 4.30250 0.1027
H 3.15230 0.11069 2.92943 0.0875
```

=====

2.
Entry from OMol25: a cluster of 7 separate species, C34H63BrN7OS in total at a distorted geometry (ωB97M-V/def2-TZVPD).

Results
ΔE to the lowest compared entry with this formula, charge and spin in kcal per mole: 30.2
Total charge: +1
Lowest unoccupied orbital energy in eV: -2.19
Highest occupied orbital energy in eV: -12.32
Energy in hartree: -4763.71690

The geometry in XYZ format:
```
107
Properties=species:S:1:pos:R:3:lowdin_charge:R:1
Br -3.79659 0.90014 1.09873 0.6924
S 0.36997 -0.74774 -0.02047 1.1217
O 6.01307 -0.07357 -1.06011 -0.0809
N 1.70443 -7.22542 -0.65371 0.1610
N -1.68202 0.93118 5.45171 0.1320
N -1.50792 -1.63809 -8.78992 0.1477
N -1.06015 -3.46218 -1.97462 0.1770
N 2.30199 -3.15804 -1.24196 0.1596
N 2.21664 3.75164 -1.79714 0.1580
N 1.04984 8.75490 -0.20578 0.1878
C -0.52885 -8.96481 1.95532 -0.1057
C -1.24115 -0.41119 -5.53062 -0.2661
C 1.92167 -3.16877 -0.01071 -0.4280
C 2.36501 4.86524 -1.55271 -0.1933
C 0.83454 9.59908 0.54266 -0.1766
C -2.69542 0.97666 5.99098 -0.2353
C 0.56160 10.67364 1.49932 -0.1798
C 4.01809 1.13438 -0.39137 -0.1739
C -2.29436 0.32016 -0.09251 -0.7222
C -1.23314 -6.02437 -1.48858 -0.1853
C 1.96476 6.11121 1.23446 -0.1185
C -1.13591 -4.59018 -1.76162 -0.1768
C -1.88934 -1.66891 -4.96319 -0.1206
C 1.35554 11.94457 1.18850 -0.2616
C 1.80477 -9.26758 0.97496 -0.1820
C 1.83029 0.14379 0.73540 -0.2853
C -5.32935 1.83574 4.66919 -0.1168
C 2.55143 6.28400 -1.24156 -0.1985
C 2.44987 1.16213 -0.31807 -0.2542
C 3.01214 6.50703 0.20024 -0.2769
C 4.62863 -0.28096 -0.70085 -0.2602
C -1.13868 -0.14694 0.86231 -0.3929
C -3.98841 1.03426 6.67894 -0.1903
C 2.79080 -3.89686 1.08846 -0.0305
C 0.57371 -2.51310 0.45890 -0.3171
C -2.86256 -0.80195 -1.04044 -0.1646
C -1.67088 -0.89252 -7.93227 -0.2348
C 2.85943 11.76827 1.36102 -0.1080
C -5.15597 0.75702 5.73057 -0.2627
C 1.74850 -8.12342 0.06223 -0.2012
C -3.71592 -6.24946 -2.02741 -0.1056
C 0.42710 -9.89038 1.21225 -0.2579
C -2.29846 -6.70887 -2.34889 -0.2505
C -1.88232 0.05793 -6.83801 -0.1948
H 0.78364 10.33144 2.51323 0.1234
H 2.13175 2.18882 0.00191 0.0787
H -1.45022 1.02136 -7.12056 0.1184
H -0.30239 -3.14022 0.14361 0.0709
H 4.14059 -0.71410 -1.61824 0.1256
H 6.42378 -0.95021 -1.07575 0.0880
H 1.03344 6.65509 1.07601 0.0498
H 2.24652 -8.96062 1.92620 0.1236
H 3.25980 11.03592 0.65605 0.0704
H -2.02802 1.22537 -0.69539 0.1021
H 1.14523 12.28032 0.16983 0.1144
H -0.50623 10.90538 1.47139 0.1215
H 3.30066 6.69686 -1.92226 0.1239
H -3.94952 -0.55498 -1.20589 0.0637
H -6.20461 1.62005 4.05337 0.0748
H -3.85194 -5.18770 -2.24718 0.0704
H 3.93416 5.95005 0.39112 0.1107
H -5.47172 2.81793 5.12551 0.0800
H 0.56640 -2.55461 1.58843 0.1005
H 1.01799 12.73734 1.86086 0.1109
H 4.46722 1.54186 0.54692 0.1253
H -1.43382 -1.92877 -4.00597 0.0249
H 0.55553 -10.80280 1.79956 0.1129
H -0.26365 -6.48586 -1.68884 0.0785
H -1.76138 -2.52158 -5.63356 0.0767
H -2.95971 -1.51809 -4.79838 0.0775
H -0.17289 -0.59027 -5.67791 0.1140
H -3.95280 -6.41585 -0.97358 0.0759
H -2.09430 -6.53641 -3.40862 0.1176
H 1.95083 0.94958 -1.30436 0.0966
H 3.78551 -3.40403 1.18667 0.0796
H 3.37216 12.71469 1.18252 0.0754
H 1.74908 5.03981 1.19539 0.0600
H -5.02274 -0.21278 5.24358 0.1110
H -2.95274 0.22307 -6.69254 0.1201
H 4.51054 -0.92008 0.21128 0.1023
H -2.85054 -1.82771 -0.59450 0.0750
H 2.84871 -4.99529 0.88092 0.0697
H -1.48221 -0.96863 1.53937 0.1031
H 1.56391 -2.66173 -1.76079 0.0365
H 2.46848 -10.02411 0.54874 0.1239
H 2.57494 -0.58508 1.15524 0.0962
H 2.32309 6.34073 2.24026 0.0738
H -3.99487 0.29046 7.47979 0.1199
H -2.40441 -0.77833 -2.06772 0.0670
H -4.11348 2.01006 7.15443 0.1232
H -1.33050 0.39138 -4.79225 0.1022
H -6.07574 0.69391 6.31764 0.1110
H 4.30291 1.79699 -1.25578 0.1192
H -0.84076 0.72456 1.51185 0.0995
H 2.24376 -3.79754 2.06919 0.0741
H -2.23596 -7.78745 -2.18395 0.1114
H 1.62503 6.82883 -1.42570 0.0848
H -0.10994 -8.65756 2.91638 0.0788
H -4.43748 -6.80667 -2.62678 0.0771
H -4.46108 1.88570 4.00845 0.0331
H 3.24693 7.56485 0.32952 0.0872
H 1.38813 0.72975 1.58902 0.0985
H -1.44631 -6.18648 -0.42837 0.1150
H -1.47394 -9.47529 2.14756 0.0768
H -0.74917 -8.06634 1.37304 0.0552
H 3.10212 11.43892 2.37412 0.0769
H -0.02182 -10.18540 0.26022 0.1134
```